{"formula": "C4H15N3", "method": "the ωB97M-V functional and the def2-TZVPD basis", "species": ["C", "C", "C", "N", "H", "H", "H", "H", "H", "H", "H", "H", "H", "C", "N", "N", "H", "H", "H", "H", "H", "H"], "coordinates": [[-1.903891, -0.294850, -0.179450], [0.029152, -0.930537, -1.980884], [-1.424026, 0.530329, 0.861692], [-2.668790, 0.137777, -1.194089], [-1.784980, -1.364803, -0.120280], [-2.697339, -0.424275, -2.032274], [-2.732490, 1.132471, -1.352676], [-1.837001, 1.537973, 0.902126], [-0.328502, -0.124889, -2.637715], [-0.646988, -1.788460, -2.082972], [1.008994, -1.261257, -2.354315], [-1.385927, 0.043809, 1.835146], [-0.126008, 0.666952, 0.584012], [2.021234, -0.227171, 1.078360], [1.185128, 0.535097, 0.150994], [2.235127, 0.367790, 2.387594], [1.353315, 0.572992, 2.843294], [0.781216, -0.092345, -0.684060], [1.632212, 1.374088, -0.201552], [2.755833, 1.234583, 2.319686], [3.003730, -0.432082, 0.641501], [1.530000, -1.193193, 1.215862]], "atomic_forces_ev_per_a": [[-0.0924, 0.2435, -0.1177], [-0.0300, 0.0616, 0.2144], [-0.2092, -0.0460, -0.0391], [0.2854, -0.0560, 0.1614], [0.0178, -0.0011, -0.0375], [0.0161, -0.0243, 0.0837], [0.0144, -0.0565, 0.0652], [0.0067, -0.0372, -0.0493], [0.0131, -0.0147, -0.0436], [-0.0270, -0.0105, -0.0381], [-0.0393, 0.0100, -0.0341], [0.0180, -0.0253, -0.0608], [0.1996, -0.0914, -0.1358], [-0.0435, 0.0804, -0.0692], [-0.0648, 0.0393, 0.1490], [-0.0360, -0.0148, -0.0905], [0.0401, 0.0072, -0.0440], [0.0052, 0.0089, 0.0433], [0.0115, -0.0765, 0.0316], [-0.0448, -0.0466, -0.0157], [-0.0543, 0.0229, 0.0262], [0.0134, 0.0271, 0.0007]], "nbo_charge": [0.266, -1.176, -0.810, -0.747, 0.221, 0.410, 0.388, 0.217, 0.164, 0.165, 0.190, 0.236, 0.386, -0.053, -0.887, -0.833, 0.353, 0.431, 0.370, 0.351, 0.177, 0.184], "charge": 0, "e_above_lowest_ev": 3.9480, "homo_lumo_gap_ev": 7.334, "largest_force_ha_per_bohr": 0.006, "e_homo_ev": -6.4, "e_tot_ev": -8857.460}

{"formula": "C4H4O3", "method": "the ωB97M-V functional and the def2-TZVPD basis", "species": ["O", "C", "C", "C", "O", "C", "O", "H", "H", "H", "H"], "coordinates": [[-0.400119, 1.148919, -1.319774], [-0.863447, 0.716724, -0.054895], [0.489491, 0.181557, 0.331228], [-0.153012, -1.061476, 0.891894], [-1.306032, -0.675627, 0.085540], [0.833397, 0.445823, -1.041793], [1.609915, 1.006594, -0.002156], [-1.571990, 1.392871, 0.429001], [0.264184, -2.042517, 0.648893], [-0.398381, -1.018203, 1.962108], [1.317833, -0.080616, -1.856333]], "atomic_forces_ev_per_a": [[0.1461, -0.3458, -0.1321], [-0.1881, 0.0174, 0.3303], [0.2845, -0.0023, 0.1299], [0.3041, -0.1022, 0.1036], [-0.1822, 0.2207, -0.0140], [-0.2113, -0.1493, -0.4474], [-0.3790, 0.0608, 0.3787], [0.2671, -0.0027, -0.1369], [-0.1384, 0.1737, -0.1739], [0.0971, 0.0457, -0.2413], [0.0002, 0.0842, 0.2030]], "nbo_charge": [-0.495, 0.334, 0.099, -0.073, -0.516, 0.319, -0.433, 0.184, 0.197, 0.187, 0.196], "charge": 0, "e_above_lowest_ev": 4.5653, "homo_lumo_gap_ev": 11.305, "largest_force_ha_per_bohr": 0.010, "e_homo_ev": -10.4, "e_tot_ev": -10350.647}

{"formula": "C3H7O", "method": "the ωB97M-V functional and the def2-TZVPD basis", "species": ["C", "O", "C", "C", "H", "H", "H", "H", "H", "H", "H"], "coordinates": [[-0.628756, -1.140673, -0.219842], [-1.760808, -1.570432, -0.761152], [-0.371632, 0.396597, -0.339959], [0.856896, 0.851076, 0.452355], [-0.509572, -1.343023, 0.887992], [0.303431, -1.605818, -0.666672], [-0.208160, 0.599835, -1.405219], [-1.261205, 0.939585, 0.005888], [0.888002, 0.335805, 1.418923], [1.816708, 0.609820, -0.020370], [0.875096, 1.927228, 0.648056]], "atomic_forces_ev_per_a": [[0.1449, 0.2608, 0.0344], [-0.2196, -0.0631, -0.0786], [0.4428, -0.1612, -0.0641], [0.2286, -0.0491, 0.1809], [-0.0861, -0.0743, 0.0533], [0.0783, 0.0003, 0.0688], [-0.2754, 0.1861, 0.0535], [0.0470, -0.1588, -0.1290], [-0.1178, 0.0900, 0.0836], [-0.1894, -0.0612, -0.2007], [-0.0534, 0.0306, -0.0021]], "nbo_charge": [0.018, -0.948, -0.436, -0.615, 0.040, 0.044, 0.173, 0.176, 0.188, 0.182, 0.179], "charge": -1, "e_above_lowest_ev": 0.3850, "homo_lumo_gap_ev": 6.464, "largest_force_ha_per_bohr": 0.009, "smiles": "CCC[O-]", "e_homo_ev": -2.0, "e_tot_ev": -5271.304}

{"formula": "C15H17N3O2S2", "method": "the ωB97M-V functional and the def2-TZVPD basis", "species": ["C", "H", "H", "H", "C", "C", "C", "C", "C", "S", "S", "O", "O", "N", "H", "C", "C", "C", "C", "N", "C", "C", "C", "C", "C", "N", "H", "H", "H", "H", "H", "H", "H", "H", "H", "H", "H", "H", "H"], "coordinates": [[2.639221, 3.063323, -0.746254], [1.963418, 3.904637, -0.874826], [3.662119, 3.429924, -0.781723], [2.484149, 2.372806, -1.570834], [2.372193, 2.369294, 0.581755], [0.983913, 1.827216, 0.686016], [0.463800, 1.092630, 1.713560], [-0.896706, 0.770664, 1.530853], [-1.385388, 1.251313, 0.355845], [-0.209760, 2.120733, -0.537149], [-3.041150, 1.240949, -0.290471], [-3.040644, 2.145432, -1.399021], [-3.930118, 1.465168, 0.810354], [-3.363341, -0.266983, -0.881883], [-2.710941, -0.537303, -1.607470], [-3.631536, -1.315105, 0.080252], [-2.706703, -2.527395, -0.094159], [-1.275084, -2.124118, -0.155142], [-0.279262, -2.322046, 0.775879], [0.849310, -1.777286, 0.249066], [2.114810, -1.699147, 0.718503], [3.075902, -1.109647, -0.043644], [2.753960, -0.573245, -1.307977], [1.472705, -0.635622, -1.778757], [0.491623, -1.254614, -0.993576], [-0.790796, -1.463881, -1.233172], [1.184470, -0.233360, -2.735179], [3.531777, -0.114064, -1.897117], [4.088402, -1.057351, 0.322456], [2.304828, -2.125379, 1.691997], [-0.296372, -2.802889, 1.732015], [-2.864695, -3.223747, 0.729892], [-2.964611, -3.023198, -1.032434], [-4.672409, -1.637335, -0.038432], [-3.530161, -0.883674, 1.079294], [-1.492834, 0.223141, 2.237775], [1.031377, 0.803797, 2.580850], [3.082383, 1.549077, 0.721897], [2.532141, 3.077293, 1.400955]], "atomic_forces_ev_per_a": [[0.1136, -0.0506, 0.2097], [-0.0231, 0.1514, -0.0787], [0.0527, 0.0615, -0.0788], [0.0275, -0.0442, -0.1607], [0.1028, 0.1228, -0.1115], [-0.3243, -0.0277, -0.1716], [-0.0061, 0.0918, -0.1914], [-0.2739, -0.0390, -0.0612], [-0.4525, 0.3098, -0.4624], [0.3522, -0.0351, 0.4977], [-0.0526, -0.1559, 0.0035], [0.2633, -0.1766, -0.1710], [0.0671, -0.3007, 0.0938], [0.0490, 0.9232, 0.0745], [0.1670, 0.1631, -0.1559], [-0.3194, -0.3651, 0.4326], [-0.0128, 0.3225, -0.0117], [0.4241, -0.3075, 0.3438], [-0.7926, -0.3116, 0.0888], [-0.1344, 0.2593, -0.7068], [0.7709, 0.1371, 0.1068], [-0.1248, -0.2158, 0.3353], [-0.3447, 0.0401, -0.2940], [0.5664, 0.0902, 0.0086], [-0.2007, -0.1630, 0.2740], [0.0323, 0.0250, -0.4427], [-0.0381, 0.0475, -0.1129], [0.0589, 0.0653, -0.0946], [0.0584, -0.0325, 0.1001], [-0.0258, -0.0225, 0.0296], [0.0474, -0.0981, 0.2048], [-0.0906, -0.0269, -0.0712], [0.0192, -0.1151, 0.0498], [0.1253, 0.0082, 0.1583], [-0.0780, -0.2402, 0.0160], [-0.1409, -0.0592, 0.1553], [0.1505, -0.0183, 0.1660], [-0.0394, 0.0460, 0.0396], [0.0261, -0.0594, -0.0116]], "nbo_charge": [-0.609, 0.214, 0.217, 0.208, -0.440, -0.165, -0.282, -0.217, -0.567, 0.514, 2.339, -0.935, -0.939, -0.865, 0.431, -0.213, -0.450, 0.160, -0.136, -0.309, 0.034, -0.273, -0.212, -0.208, 0.327, -0.517, 0.241, 0.223, 0.228, 0.216, 0.221, 0.226, 0.225, 0.202, 0.211, 0.235, 0.222, 0.220, 0.222], "charge": 0, "e_above_lowest_ev": 1.8575, "homo_lumo_gap_ev": 8.868, "largest_force_ha_per_bohr": 0.018, "smiles": "CCc1ccc(S(=O)(=O)NCCc2cn3ccccc3n2)s1", "e_homo_ev": -8.5, "e_tot_ev": -46066.515}